Record 1
DFT (the ωB97M-V functional and the def2-TZVPD basis) results for a 5-piece molecular cluster, C16H36N5O11P overall in a non-equilibrium geometry.

Positions of all 69 atoms, in Å:
C -0.78 -1.04 1.69
N -0.75 -2.06 0.67
C 0.54 -2.72 0.53
P -2.08 -2.65 -0.12
O -1.71 -3.35 -1.35
N -2.89 -3.68 0.91
C -3.67 -4.75 0.32
C -3.43 -3.21 2.18
N -3.00 -1.28 -0.24
C -2.48 -0.08 -0.89
C -4.44 -1.44 -0.44
H -0.21 -0.16 1.37
H -0.19 -1.39 2.56
H -1.77 -0.75 2.02
H 1.33 -2.06 0.90
H 0.75 -2.98 -0.51
H 0.56 -3.66 1.09
H -3.46 -5.70 0.83
H -4.75 -4.57 0.39
H -3.39 -4.90 -0.72
H -2.71 -2.57 2.68
H -4.38 -2.69 2.05
H -3.62 -4.09 2.81
H -2.44 -0.18 -1.97
H -3.13 0.77 -0.65
H -1.48 0.14 -0.50
H -4.72 -2.48 -0.37
H -4.72 -1.13 -1.45
H -4.99 -0.82 0.27
C 2.51 -3.46 -3.57
C 1.02 -3.73 -3.45
C 0.10 -2.56 -3.77
O -0.11 -2.74 -5.18
C 0.10 -4.04 -5.48
O -0.12 -4.50 -6.56
O 0.58 -4.70 -4.42
H 2.73 -2.75 -4.37
H 3.08 -4.37 -3.76
H 2.85 -3.04 -2.62
H 0.83 -4.13 -2.46
H 0.59 -1.62 -3.54
H -0.82 -2.80 -3.25
C -0.40 8.82 0.87
C 0.14 7.53 1.44
C -0.93 6.54 1.96
O -0.60 5.31 1.33
C 0.45 5.47 0.49
O 0.95 4.60 -0.14
O 0.81 6.77 0.42
H -0.67 8.65 -0.17
H 0.30 9.64 0.94
H -1.31 9.12 1.40
H 0.87 7.71 2.24
H -1.93 6.81 1.64
H -0.88 6.41 3.04
C 6.15 1.28 4.16
N 5.86 0.70 2.83
O 4.82 1.03 2.30
O 6.69 -0.04 2.35
H 5.80 2.31 4.16
H 7.21 1.22 4.33
H 5.59 0.74 4.93
C 2.03 1.73 0.16
N 2.51 0.86 -0.94
O 1.69 0.40 -1.70
O 3.71 0.73 -1.06
H 1.11 2.24 -0.07
H 2.86 2.33 0.51
H 1.86 1.03 0.99

The calculation puts the HOMO-LUMO gap at 8.978 eV. The energy above the lowest of the compared OMol25 structures with the same formula, charge and spin comes out at 0.00 kcal/mol. The SMILES is CN(C)P(=O)(N(C)C)N(C)C.C[C@H]1COC(=O)O1.C[C@H]1COC(=O)O1.C[N+](=O)[O-].C[N+](=O)[O-]. As for the highest occupied orbital energy: -8.868 eV. Its net charge is 0.

---

Record 2
DFT (the ωB97M-V functional and the def2-TZVPD basis) results for C16H37B2N3O11Pb as an isolated structure in a non-equilibrium geometry.

Positions of all 70 atoms, in Å:
Pb 0.02 0.50 0.53
O -2.08 -7.77 -1.24
C -1.12 -7.10 -1.09
O -0.99 -5.81 -1.40
B 0.28 -5.31 -0.84
O 1.01 -6.47 -0.38
C 0.22 -7.55 -0.44
O 0.47 -8.64 -0.05
O 0.03 -4.31 0.23
C 0.48 -3.15 -0.13
O 0.46 -2.14 0.53
C 1.09 -3.29 -1.55
O 1.02 -4.54 -1.90
O 1.59 -2.38 -2.17
B -0.95 -0.11 3.11
H -0.38 -0.62 4.04
H -0.32 0.91 2.82
H -0.91 -0.93 2.21
H -2.10 0.16 3.34
C -2.03 0.86 -4.03
C -1.82 0.79 -2.51
C -2.22 -0.59 -2.03
O -1.98 -0.78 -0.64
C -2.68 -1.91 -0.14
N -0.43 1.09 -2.12
H -1.58 1.76 -4.45
H -3.10 0.94 -4.26
H -1.61 -0.01 -4.54
H -2.48 1.54 -2.07
H -1.70 -1.36 -2.61
H -3.30 -0.70 -2.23
H -3.76 -1.71 -0.15
H -2.38 -2.05 0.90
H -2.48 -2.83 -0.69
H 0.18 0.46 -2.64
H -0.17 2.03 -2.36
C 4.63 -0.89 0.10
C 3.27 -0.29 0.49
C 3.50 0.92 1.35
O 2.23 1.31 1.87
C 2.29 2.22 2.94
N 2.48 0.08 -0.71
H 5.30 -0.15 -0.34
H 4.51 -1.69 -0.63
H 5.13 -1.31 0.98
H 2.73 -1.07 1.02
H 3.91 1.77 0.78
H 4.20 0.72 2.17
H 3.13 1.99 3.60
H 1.36 2.14 3.50
H 2.35 3.26 2.59
H 2.62 -0.67 -1.38
H 2.85 0.92 -1.15
C -0.11 5.41 1.27
C -0.38 3.92 1.08
C -1.75 3.63 0.49
O -1.99 2.23 0.70
C -3.38 1.93 0.83
N 0.66 3.22 0.30
H -0.40 5.99 0.38
H 0.92 5.64 1.51
H -0.69 5.87 2.08
H -0.42 3.45 2.06
H -1.81 3.82 -0.59
H -2.49 4.20 1.06
H -3.80 2.36 1.74
H -3.47 0.85 0.92
H -3.90 2.28 -0.07
H 1.57 3.46 0.70
H 0.66 3.56 -0.66

The calculation puts the HOMO-LUMO gap at 8.176 eV. The energy above the lowest of the compared OMol25 structures with the same formula, charge and spin comes out at 0.00 kcal/mol. As for the highest occupied orbital energy: -8.684 eV. Its net charge is 0.

---

Record 3
DFT (the ωB97M-V functional and the def2-TZVPD basis) results for C16H37Cl26InNO as an isolated structure in a non-equilibrium geometry.

Positions of all 82 atoms, in Å:
N 2.16 -3.60 -4.52
C 1.13 -3.81 -3.47
C -0.32 -3.36 -3.89
O -0.68 -2.25 -3.03
C -1.31 -4.51 -3.61
In -3.48 -3.90 -3.47
H 1.87 -4.04 -5.38
H 2.95 -4.16 -4.21
H 1.45 -3.25 -2.58
H 1.08 -4.89 -3.25
H -0.37 -2.97 -4.92
H 0.07 -1.67 -3.10
H -1.14 -5.29 -4.37
H -1.03 -4.92 -2.62
H -3.72 -2.40 -2.49
H -4.25 -3.66 -5.09
H -4.35 -5.32 -2.74
C 0.10 -1.00 0.05
Cl 1.54 -0.04 0.44
Cl 0.43 -2.73 0.13
H -0.69 -0.76 0.76
H -0.22 -0.75 -0.96
C -0.41 3.10 0.54
Cl -1.10 1.84 -0.48
Cl -0.02 4.56 -0.39
H -1.13 3.36 1.31
H 0.50 2.72 0.99
C 0.07 6.18 3.15
Cl -0.67 4.67 3.71
Cl 1.24 6.80 4.33
H 0.59 5.98 2.22
H -0.70 6.92 3.00
C 5.58 -5.56 -5.84
Cl 4.49 -6.08 -4.54
Cl 4.74 -5.50 -7.40
H 5.96 -4.57 -5.61
H 6.40 -6.27 -5.91
C 0.12 1.49 5.28
Cl 0.94 0.16 6.09
Cl -0.17 1.12 3.58
H -0.83 1.67 5.77
H 0.75 2.38 5.34
C -2.20 0.28 9.00
Cl -2.87 -1.03 8.03
Cl -1.86 1.71 8.00
H -2.91 0.56 9.77
H -1.27 -0.05 9.45
C 3.32 -0.25 -5.02
Cl 2.25 -0.69 -3.70
Cl 2.44 -0.16 -6.56
H 3.75 0.73 -4.81
H 4.10 -0.99 -5.10
C -3.46 4.90 6.72
Cl -4.13 3.59 5.75
Cl -3.13 6.33 5.74
H -4.18 5.17 7.49
H -2.54 4.56 7.18
C -7.85 2.63 5.72
Cl -8.84 4.09 5.72
Cl -8.13 1.65 7.16
H -8.10 2.04 4.84
H -6.81 2.91 5.69
C 1.54 3.49 -6.85
Cl 0.84 3.01 -5.30
Cl 2.77 4.74 -6.65
H 2.00 2.62 -7.30
H 0.76 3.87 -7.49
C -4.45 3.11 -2.27
Cl -4.57 4.80 -1.76
Cl -4.73 2.94 -4.00
H -3.45 2.75 -2.04
H -5.19 2.53 -1.73
C 3.74 -1.51 4.05
Cl 5.19 -0.56 4.41
Cl 4.07 -3.24 4.11
H 2.98 -1.27 4.79
H 3.39 -1.25 3.06
C 6.01 -4.09 -1.78
Cl 5.47 -3.24 -0.33
Cl 6.39 -2.96 -3.09
H 6.89 -4.66 -1.55
H 5.21 -4.74 -2.12

The calculation puts the HOMO-LUMO gap at 5.864 eV. As for the highest occupied orbital energy: -4.510 eV. Its net charge is -1.

---

Record 4
DFT (the ωB97M-V functional and the def2-TZVPD basis) results for C16H37Cl3IN3O3PdSi4 as an isolated structure.

Positions of all 68 atoms, in Å:
Pd 1.09 0.13 0.41
Cl 5.67 2.12 -0.69
C 5.30 0.49 -0.14
Cl 6.04 -0.71 -1.22
Cl 5.92 0.26 1.50
C 3.75 0.29 -0.22
O 3.19 0.50 -1.28
O 3.17 -0.06 0.87
N 2.96 2.48 2.00
C 1.91 2.91 1.34
O 1.06 2.16 0.78
C 1.69 4.39 1.26
I 0.08 4.97 2.53
H 3.19 1.48 1.99
H 3.61 3.12 2.41
H 1.43 4.68 0.25
H 2.56 4.95 1.59
C -1.00 -1.10 3.08
Si -2.21 -0.23 1.99
C -1.97 1.64 1.84
C -3.98 -0.52 2.48
Si -1.09 0.33 -0.18
Si -2.49 -1.76 -0.26
C -4.27 -1.60 -0.75
C -1.43 -1.61 -1.84
C -2.05 -3.29 0.68
Si -1.77 1.92 -1.87
C -3.48 1.61 -2.52
C -1.61 3.58 -1.06
C -0.40 1.61 -3.10
H -1.10 -0.68 4.09
H 0.03 -0.99 2.77
H -1.23 -2.16 3.16
H -1.90 1.91 2.90
H -2.86 2.12 1.43
H -1.07 2.09 1.42
H -4.04 -0.22 3.53
H -4.28 -1.57 2.44
H -4.69 0.08 1.92
H -4.47 -0.67 -1.29
H -4.96 -1.67 0.09
H -4.49 -2.43 -1.42
H -2.04 -1.22 -2.65
H -1.20 -2.66 -2.05
H -0.45 -1.13 -1.86
H -2.65 -3.43 1.58
H -0.99 -3.32 0.93
H -2.27 -4.14 0.02
H -4.24 1.69 -1.74
H -3.59 0.65 -3.03
H -3.71 2.38 -3.26
H -2.41 3.80 -0.36
H -1.64 4.34 -1.84
H -0.66 3.68 -0.54
H -0.53 0.69 -3.67
H 0.58 1.60 -2.63
H -0.41 2.44 -3.82
C 3.32 -3.39 -2.06
N 3.05 -3.12 -0.64
C 4.02 -3.59 0.36
C 2.02 -2.44 -0.29
N 1.06 -1.86 0.06
H 4.27 -2.93 -2.34
H 2.53 -2.98 -2.67
H 3.38 -4.47 -2.21
H 4.99 -3.16 0.15
H 4.07 -4.68 0.32
H 3.69 -3.28 1.35

The calculation puts the HOMO-LUMO gap at 8.185 eV. The energy above the lowest of the compared OMol25 structures with the same formula, charge and spin comes out at 0.00 kcal/mol. As for the highest occupied orbital energy: -14.504 eV. Its net charge is +2.

---

Record 5
DFT (the ωB97M-V functional and the def2-TZVPD basis) results for C16H37F3Li2N2O4 as an isolated structure in a non-equilibrium geometry.

Positions of all 64 atoms, in Å:
Li -0.37 2.22 -0.18
Li 1.93 0.84 -0.05
O 1.32 2.52 0.78
H 1.70 3.41 0.91
O 0.26 0.58 -1.04
H -0.22 0.24 -1.82
C 4.27 1.89 -0.83
C 4.60 0.42 -0.90
N 3.59 -0.32 -0.16
C 3.96 -0.26 1.24
C 2.74 -0.63 2.11
C 3.57 -1.72 -0.67
C 2.81 -1.96 -1.98
H 5.03 2.49 -1.33
H 4.21 2.32 0.17
H 3.33 2.13 -1.33
H 4.66 0.11 -1.95
H 5.63 0.27 -0.59
H 4.74 -0.98 1.48
H 4.42 0.65 1.63
H 2.32 -1.58 1.79
H 3.06 -0.93 3.11
H 1.94 0.11 2.22
H 3.10 -2.42 0.02
H 4.61 -2.06 -0.73
H 3.28 -1.41 -2.80
H 1.80 -1.55 -1.89
H 2.81 -3.00 -2.30
C -1.38 0.58 2.10
C -2.13 1.88 1.97
N -2.34 2.26 0.55
C -3.02 3.56 0.31
C -2.41 4.71 1.16
C -2.93 1.21 -0.27
C -4.23 0.64 0.35
H -0.38 0.66 1.67
H -1.92 -0.32 1.81
H -1.21 0.44 3.17
H -3.06 1.81 2.55
H -1.50 2.64 2.44
H -2.84 3.83 -0.73
H -4.09 3.45 0.50
H -2.67 5.62 0.63
H -2.76 4.67 2.19
H -1.33 4.61 1.14
H -2.26 0.35 -0.37
H -3.09 1.61 -1.27
H -4.63 -0.09 -0.35
H -4.89 1.51 0.42
H -4.04 0.15 1.31
C -0.06 -2.55 0.14
C -1.07 -2.36 -1.02
O -1.80 -3.58 -1.18
C -2.87 -3.62 -2.04
O -3.13 -2.71 -2.79
C -3.62 -4.95 -1.96
F -3.05 -5.84 -1.10
F -4.80 -4.67 -1.43
F -3.66 -5.52 -3.20
H -0.63 -2.66 1.06
H 0.57 -1.66 0.21
H 0.50 -3.44 -0.12
H -0.61 -2.05 -1.96
H -1.74 -1.53 -0.80

The calculation puts the HOMO-LUMO gap at 8.862 eV. The energy above the lowest of the compared OMol25 structures with the same formula, charge and spin comes out at 0.00 kcal/mol. As for the highest occupied orbital energy: -8.434 eV. Its net charge is 0.

---

Record 6
DFT (the ωB97M-V functional and the def2-TZVPD basis) results for C16H37F3N2O3Pb as an isolated structure in a non-equilibrium geometry.

Positions of all 62 atoms, in Å:
Pb 0.14 -0.28 -0.03
O 0.36 -2.34 0.69
H 0.57 -3.19 0.25
C 0.21 -0.32 -3.13
O 0.88 -1.43 -2.49
O -0.22 0.50 -2.19
C 1.21 0.35 -4.12
F 2.45 0.44 -3.54
F 1.41 -0.33 -5.28
F 0.81 1.60 -4.50
C 0.87 -2.66 -3.13
C 1.12 -3.75 -2.05
H 0.29 -3.78 -1.36
H 1.27 -4.74 -2.52
H 1.98 -3.55 -1.43
H 1.63 -2.78 -3.94
H -0.10 -2.86 -3.55
H -0.62 -0.70 -3.71
C 3.34 3.49 0.29
C 2.18 2.53 0.22
N 2.11 1.50 1.25
C 1.56 1.95 2.51
C 1.31 0.84 3.52
C 3.35 0.71 1.35
C 3.74 0.10 0.01
H 3.36 3.99 1.25
H 3.20 4.33 -0.40
H 4.30 3.01 0.21
H 1.29 3.17 0.18
H 2.22 2.00 -0.72
H 0.63 2.47 2.29
H 2.16 2.73 2.97
H 0.97 1.15 4.49
H 2.19 0.22 3.72
H 0.58 0.14 3.11
H 4.18 1.31 1.63
H 3.13 -0.11 1.98
H 4.58 -0.58 0.08
H 2.91 -0.48 -0.45
H 4.01 0.89 -0.71
C -3.42 -2.64 -0.04
C -3.43 -1.23 -0.57
N -2.65 -0.32 0.37
C -2.86 -0.60 1.83
C -4.26 -0.37 2.47
C -3.02 1.06 -0.01
C -2.39 2.21 0.74
H -3.70 -3.34 -0.81
H -4.07 -2.82 0.83
H -2.38 -2.88 0.25
H -2.88 -1.13 -1.49
H -4.44 -0.88 -0.71
H -2.54 -1.62 2.01
H -2.15 0.01 2.35
H -4.58 0.65 2.25
H -5.00 -1.11 2.18
H -4.09 -0.35 3.54
H -4.09 1.10 0.15
H -2.70 1.14 -1.05
H -2.61 2.14 1.81
H -2.94 3.12 0.54
H -1.32 2.31 0.62

The calculation puts the HOMO-LUMO gap at 8.707 eV. As for the highest occupied orbital energy: -7.992 eV. Its net charge is 0.

---

Record 7
DFT (the ωB97M-V functional and the def2-TZVPD basis) results for a 2-piece molecular cluster, C16H37N5O5P overall in a non-equilibrium geometry.

Positions of all 64 atoms, in Å:
C 1.44 1.77 1.77
C 0.51 1.52 0.61
C -1.13 1.43 0.74
C -1.66 0.14 1.62
N -0.60 -0.97 1.43
O -2.93 -0.45 1.14
C -3.99 0.56 1.02
C -5.43 -0.29 1.09
N -6.44 0.34 2.03
C -7.87 0.09 1.55
C -8.69 1.51 1.87
C -10.29 1.42 1.52
O -7.98 2.54 1.05
C -1.63 0.48 3.23
O -1.06 1.56 3.79
O -2.25 -0.49 4.18
H 1.75 2.88 2.02
H 1.82 0.89 2.47
H 0.99 1.40 -0.46
H -1.54 1.39 -0.38
H -1.50 2.47 1.18
H 0.18 -0.86 2.11
H -1.13 -1.84 1.74
H -3.96 1.02 -0.08
H -3.95 1.39 1.86
H -5.83 -0.51 0.01
H -5.17 -1.35 1.56
H -6.32 -0.17 2.95
H -8.34 -0.84 2.08
H -7.94 -0.10 0.39
H -8.51 1.68 3.04
H -10.75 2.50 1.69
H -10.43 1.14 0.38
H -10.84 0.70 2.25
H -8.16 3.43 1.48
O 3.55 -0.23 -0.35
P 4.57 -1.07 -1.15
N 5.77 0.16 -1.00
C 6.86 0.48 -1.90
C 6.21 0.43 0.38
N 3.72 -0.81 -2.63
C 4.21 0.08 -3.69
C 2.26 -0.68 -2.55
N 5.74 -2.05 -2.07
C 5.16 -3.12 -2.90
C 6.67 -2.75 -1.16
H 7.70 -0.22 -1.82
H 7.27 1.48 -1.68
H 6.57 0.53 -2.95
H 6.98 -0.28 0.69
H 5.39 0.35 1.09
H 6.61 1.45 0.48
H 4.31 1.11 -3.34
H 3.53 0.08 -4.55
H 5.15 -0.29 -4.09
H 1.96 0.33 -2.23
H 1.85 -1.41 -1.85
H 1.79 -0.89 -3.52
H 4.48 -3.75 -2.31
H 5.94 -3.76 -3.33
H 4.60 -2.74 -3.76
H 6.13 -3.42 -0.48
H 7.25 -2.06 -0.54
H 7.41 -3.34 -1.72

The calculation puts the HOMO-LUMO gap at 4.152 eV. As for the highest occupied orbital energy: -3.407 eV. Its net charge is -1.